# 1
Molecular formula: C2H3NO3
Method: DFT, ωB97M-V/def2-TZVPD

* max |F|: 1.953 eV Å⁻¹
* charge: 0
* SMILES string: O=CNC(=O)O
* frontier orbital gap: 11.6 eV
* E_HOMO: -11.05 eV
* spin multiplicity: 1
* energy above the lowest of the compared OMol25 structures with the same formula, charge and spin: 0.264 eV

Element x y z (Å)
O (-1.6020, -0.7172, 0.6548)
C (-1.2347, -0.0184, -0.2721)
N (-0.0054, 0.5209, -0.4585)
C (1.2098, 0.1861, 0.2762)
O (1.0746, -0.8537, 1.0736)
O (2.1486, 0.9088, 0.1688)
H (-1.9295, 0.1208, -1.1150)
H (0.1156, 1.1483, -1.2284)
H (0.2231, -1.2955, 0.9006)

Cartesian forces, eV/Å:
O 0.705 0.054 -0.064
C -0.944 -0.816 -0.327
N 0.690 -0.725 0.601
C -1.508 1.226 -0.196
O 0.521 -0.257 -0.271
O 0.466 -0.438 0.020
H 0.112 0.594 0.018
H 0.191 0.214 -0.208
H -0.232 0.149 0.427

---

# 2
Molecular formula: C12H38N10O6
Method: DFT, ωB97M-V/def2-TZVPD

* max |F|: 7.824 eV Å⁻¹
* charge: 0
* SMILES string: COC[C@H](C)N.COC[C@H](C)N.NC(N)=O.NC(N)=O.NC(N)=O.NC(N)=O
* frontier orbital gap: 9.1 eV
* E_HOMO: -8.96 eV
* spin multiplicity: 1
* energy above the lowest of the compared OMol25 structures with the same formula, charge and spin: 4.705 eV

Element x y z (Å)
C (-2.6465, -1.2032, -1.8193)
C (-1.1675, -0.7460, -1.5618)
C (-1.0438, 0.7839, -1.6952)
O (-1.3316, 1.3073, -2.9835)
C (-0.4232, 0.8842, -3.9626)
N (-0.8488, -1.1684, -0.2176)
H (-2.8830, -2.2359, -1.5630)
H (-2.6637, -0.9555, -2.8806)
H (-3.3537, -0.5611, -1.2943)
H (-0.5143, -1.3226, -2.2167)
H (-0.0869, 1.1101, -1.2877)
H (-1.7911, 1.2378, -1.0443)
H (-0.4981, 1.4496, -4.8914)
H (-0.5566, -0.1386, -4.3150)
H (0.6035, 1.0399, -3.6312)
H (-1.0860, -2.1494, -0.1795)
H (-1.5029, -0.8035, 0.4599)
C (4.3828, 5.4446, 6.8585)
C (2.8571, 5.0879, 6.6711)
C (2.4973, 4.5780, 5.2898)
O (1.2289, 3.9976, 5.1642)
C (0.8740, 3.3401, 4.0289)
N (2.4754, 4.0424, 7.6588)
H (4.6664, 6.2078, 6.1338)
H (4.9609, 4.5485, 6.6328)
H (4.6246, 5.8202, 7.8527)
H (2.3013, 5.9799, 6.9600)
H (3.2216, 3.7768, 5.1423)
H (2.7307, 5.2760, 4.4859)
H (0.2325, 3.9440, 3.3872)
H (0.3247, 2.4265, 4.2564)
H (1.7582, 2.8740, 3.5941)
H (2.9467, 3.1504, 7.6098)
H (2.8472, 4.3269, 8.5538)
C (4.4739, -1.9373, -1.5825)
O (4.4307, -2.8946, -0.8318)
N (4.0463, -1.9868, -2.8223)
N (4.9776, -0.7861, -1.2113)
H (4.3125, -1.3282, -3.5403)
H (3.6968, -2.8797, -3.1396)
H (4.8927, -0.5851, -0.2251)
H (4.8706, -0.0767, -1.9221)
C (-0.9855, -6.7563, -3.1357)
O (-2.0694, -6.4514, -2.7231)
N (-0.6947, -6.8142, -4.4272)
N (0.0199, -6.9636, -2.3576)
H (0.2488, -6.6448, -4.7455)
H (-1.5208, -6.5971, -4.9662)
H (-0.0697, -7.0368, -1.3543)
H (0.9398, -6.9826, -2.7743)
C (-2.8769, 6.0141, -6.1442)
O (-3.3409, 7.0020, -6.6772)
N (-3.4550, 4.9164, -6.2481)
N (-1.8405, 5.9517, -5.3067)
H (-3.1765, 4.1316, -5.6765)
H (-4.2431, 4.9294, -6.8796)
H (-1.7466, 6.8708, -4.8985)
H (-1.7633, 5.1302, -4.7242)
C (-3.5788, -5.9455, 2.8178)
O (-2.4650, -5.5171, 2.6237)
N (-4.2694, -5.8340, 3.9243)
N (-4.2715, -6.4665, 1.8295)
H (-3.7767, -5.6121, 4.7776)
H (-4.9420, -6.5630, 4.1147)
H (-4.9875, -7.0966, 2.1616)
H (-3.9720, -6.5403, 0.8677)

Cartesian forces, eV/Å:
C 1.228 1.391 -1.248
C -2.100 -0.659 0.973
C -0.389 -0.537 0.229
O 0.038 -0.123 -0.068
C 0.601 0.079 -0.657
N 1.024 -0.118 0.943
H 0.396 -0.027 -0.358
H -1.269 -0.583 -0.335
H 0.080 0.134 0.048
H 0.145 0.346 -0.225
H 0.437 0.029 -0.368
H -0.150 -0.062 0.055
H -0.490 0.531 0.237
H -0.057 -0.380 0.483
H 0.220 -0.243 0.184
H 0.445 -0.379 0.057
H -0.153 0.611 0.034
C -1.066 -0.242 -1.395
C 0.512 -0.530 1.608
C 1.106 -0.954 -0.744
O -0.526 1.483 2.611
C 0.278 -1.388 -0.753
N -0.128 0.515 0.660
H 0.161 0.136 -0.026
H 0.179 -0.008 0.164
H -0.289 -0.166 0.013
H -0.312 -0.032 -0.179
H 0.398 -0.437 -0.265
H -0.264 0.547 0.018
H 0.415 0.077 -0.493
H -0.541 0.150 0.529
H 0.252 0.524 -0.953
H 0.159 -0.261 -1.190
H -0.333 0.581 0.394
C 0.207 -2.477 1.875
O -0.437 -0.639 0.392
N -1.294 -0.643 -3.557
N 1.028 2.832 0.356
H -0.097 -0.114 0.284
H 0.236 0.200 0.068
H 0.252 0.264 -0.303
H 0.097 0.571 0.871
C -1.259 1.160 0.038
O -2.655 -0.031 0.606
N -0.173 -0.231 -2.572
N 4.120 -0.968 2.602
H -0.510 -0.080 -0.316
H 0.625 0.195 -0.512
H -0.087 0.285 -0.362
H -0.089 -0.309 0.573
C 0.564 4.073 0.384
O 0.591 1.660 -0.538
N -3.659 -6.783 -1.346
N 2.171 1.573 1.171
H -0.564 -0.113 -0.579
H 0.036 -0.656 0.303
H 0.716 -0.309 0.475
H 0.150 0.520 0.164
C 2.795 1.066 -2.198
O 1.358 0.830 0.522
N -1.730 -0.239 4.241
N -2.629 -2.146 -1.765
H 0.319 0.158 -0.345
H -0.233 0.255 -0.125
H -0.245 0.088 -0.908
H 0.394 0.004 0.523

---

# 3
Molecular formula: C6H11NO
Method: DFT, ωB97M-V/def2-TZVPD

* max |F|: 9.724 eV Å⁻¹
* charge: 0
* SMILES string: C[C@@]12CNC[C@@]1(O)C2
* frontier orbital gap: 8.0 eV
* E_HOMO: -7.28 eV
* spin multiplicity: 1
* energy above the lowest of the compared OMol25 structures with the same formula, charge and spin: 9.466 eV

Element x y z (Å)
C (-1.9990, -0.6115, -0.2371)
C (-0.8767, 0.0378, 0.3655)
C (0.4320, -0.5980, 1.2193)
C (0.5366, -0.6594, -0.9961)
C (0.3019, 0.7711, -0.7049)
C (-0.9308, 1.3230, 0.3572)
H (-2.0416, -1.8130, 0.1115)
H (-3.1090, -0.1629, 0.0081)
H (-1.8837, -0.4262, -1.4066)
H (0.3136, -1.2595, 2.0994)
H (1.2272, 0.2958, 1.5262)
H (1.9694, -1.8354, 0.0590)
H (-0.1876, -1.0579, -1.8024)
H (1.3824, -0.5105, -1.8651)
H (1.8119, 2.1047, -0.3247)
H (-1.8810, 1.9185, -0.1693)
H (-0.4950, 2.0049, 1.1290)
N (1.0152, -1.4327, 0.1663)
O (1.3753, 1.1490, -0.0690)

Cartesian forces, eV/Å:
C -3.704 -3.659 -1.573
C 3.005 -5.248 6.118
C 0.853 -0.243 1.736
C 2.974 -1.293 -7.239
C -3.465 1.342 -1.761
C -2.446 9.223 -1.876
H 0.160 3.175 -1.557
H 3.024 -0.859 -0.146
H -0.515 -0.803 2.169
H -0.781 0.647 -0.257
H -2.744 -2.285 -0.330
H -1.162 1.114 0.871
H 0.523 -0.137 2.138
H -0.903 -0.713 2.193
H -2.345 -3.441 0.563
H 2.447 -1.875 1.380
H 0.102 -0.870 -1.052
N -1.400 0.541 -1.955
O 6.376 5.384 0.578

---

# 4
Molecular formula: C42H37Br3MnN3O3P
Method: DFT, ωB97M-V/def2-TZVPD

* max |F|: 1.128 eV Å⁻¹
* charge: 0
* frontier orbital gap (alpha / beta): 6.6 / 6.6 eV
* E_HOMO (alpha / beta): -6.85 / -6.84 eV
* spin multiplicity: 2
* energy above the lowest of the compared OMol25 structures with the same formula, charge and spin: 1.147 eV

Element x y z (Å)
Mn (0.0577, 0.7383, -0.6317)
O (-0.1447, 3.7002, -0.4065)
N (-0.2186, 2.6050, 0.4288)
C (-0.3163, 2.9849, 1.6398)
C (-0.4782, 2.1642, 2.8585)
C (-0.7733, 2.9302, 3.9906)
C (-1.0692, 2.3450, 5.2075)
C (-1.1024, 0.9632, 5.2994)
C (-0.7905, 0.1963, 4.1893)
C (-0.4351, 0.7667, 2.9675)
P (0.1506, -0.3045, 1.5844)
C (-0.9519, -1.7566, 1.7383)
C (-0.4527, -3.0188, 1.4189)
C (-1.2763, -4.1338, 1.4563)
C (-2.6060, -4.0002, 1.8285)
C (-3.1140, -2.7451, 2.1299)
C (-2.2963, -1.6266, 2.0691)
C (1.7017, -1.0188, 2.2783)
C (1.7434, -1.7427, 3.4726)
C (2.9422, -2.2212, 3.9708)
C (4.1296, -1.9911, 3.2841)
C (4.1004, -1.3058, 2.0831)
C (2.8916, -0.8304, 1.5865)
H (-0.2402, 3.3085, -1.2980)
H (-0.3297, 4.0615, 1.8016)
H (-0.7857, 4.0092, 3.8987)
H (-1.2904, 2.9621, 6.0680)
H (-1.3661, 0.4803, 6.2312)
H (-0.8498, -0.8796, 4.2703)
H (0.5853, -3.1341, 1.1292)
H (-0.8784, -5.1052, 1.1917)
H (-3.2472, -4.8709, 1.8745)
H (-4.1572, -2.6303, 2.3923)
H (-2.7153, -0.6476, 2.2658)
H (0.8339, -1.9613, 4.0133)
H (2.9506, -2.7814, 4.8968)
H (5.0673, -2.3559, 3.6827)
H (5.0139, -1.1371, 1.5263)
H (2.8714, -0.3272, 0.6329)
C (2.8281, -1.4984, -1.8677)
C (1.4793, -2.1395, -1.9410)
C (1.3979, -3.4421, -2.4854)
C (0.2012, -4.0803, -2.5524)
C (-0.9562, -3.4220, -2.0868)
C (-2.2516, -3.9894, -2.1000)
Br (-2.5296, -5.7554, -2.7423)
C (-3.3214, -3.2767, -1.6484)
C (-3.1551, -1.9722, -1.1664)
Br (-4.7140, -1.0806, -0.5656)
C (-1.9162, -1.3356, -1.1203)
O (-1.7119, -0.1517, -0.6832)
C (-0.7931, -2.1144, -1.5833)
N (0.4223, -1.4910, -1.5021)
H (3.4233, -1.7475, -2.7464)
H (3.3725, -1.8491, -0.9884)
H (2.7169, -0.4243, -1.8052)
H (2.3005, -3.9157, -2.8489)
H (0.1209, -5.0754, -2.9681)
H (-4.3115, -3.7103, -1.6628)
Br (4.5906, 2.8470, 2.7627)
C (4.0665, 2.3954, 1.0097)
C (4.9951, 2.2722, -0.0067)
C (4.5255, 1.9383, -1.2654)
C (3.1681, 1.7198, -1.4441)
N (2.2775, 1.8011, -0.4531)
C (2.7284, 2.1604, 0.7493)
H (6.0470, 2.4402, 0.1802)
H (5.1985, 1.8498, -2.1067)
H (2.7621, 1.4881, -2.4196)
H (2.0073, 2.2453, 1.5492)
C (-4.7093, 3.3253, -1.9653)
C (-3.7381, 2.2444, -1.5324)
O (-2.4231, 2.7525, -1.3465)
H (-5.7016, 2.9002, -2.1292)
H (-4.3757, 3.7950, -2.8912)
H (-4.8016, 4.1002, -1.1991)
H (-3.6473, 1.4757, -2.2989)
H (-4.0773, 1.7543, -0.6181)
H (-2.4795, 3.4863, -0.7245)
C (-0.3822, 2.3929, -5.2528)
C (-0.9635, 1.2051, -4.8273)
C (-0.7492, 0.7359, -3.5390)
C (0.0465, 1.4019, -2.5895)
C (0.6338, 2.5853, -3.0806)
C (0.4283, 3.0808, -4.3681)
H (-0.5574, 2.7696, -6.2527)
H (-1.5961, 0.6416, -5.5044)
H (-1.2391, -0.1923, -3.2681)
H (1.3070, 3.1628, -2.4511)
H (0.9026, 4.0071, -4.6731)

Cartesian forces, eV/Å:
Mn 1.038 -0.437 0.067
O 0.107 0.020 0.085
N -0.359 -0.364 -0.325
C -0.019 -0.143 0.118
C 0.001 0.205 -0.289
C -0.045 0.000 0.110
C 0.024 0.026 -0.065
C 0.008 -0.025 -0.015
C -0.008 -0.016 0.039
C 0.054 -0.074 -0.067
P -0.178 -0.201 0.109
C 0.088 -0.022 0.028
C -0.021 -0.002 -0.004
C 0.002 0.016 0.005
C 0.001 0.015 0.017
C 0.004 -0.012 0.007
C -0.013 0.028 0.044
C 0.049 0.139 0.076
C 0.014 -0.011 0.015
C 0.006 0.001 -0.009
C -0.009 0.000 0.014
C -0.014 0.011 -0.029
C -0.015 -0.067 -0.050
H -0.079 0.006 -0.001
H -0.003 -0.019 0.002
H -0.005 0.001 0.015
H -0.012 0.003 -0.002
H -0.005 -0.006 -0.001
H 0.018 0.017 0.010
H 0.013 -0.007 0.003
H 0.004 -0.005 0.002
H -0.008 0.000 -0.030
H -0.009 0.009 -0.010
H 0.001 -0.005 0.012
H 0.006 0.007 -0.010
H 0.005 0.005 0.005
H 0.000 -0.013 -0.006
H 0.000 -0.003 -0.006
H 0.012 0.031 -0.022
C -0.060 0.025 0.008
C 0.155 -0.065 -0.034
C -0.019 0.022 0.060
C -0.018 -0.015 -0.009
C 0.012 -0.050 -0.043
C 0.033 0.017 -0.013
Br 0.015 0.005 0.016
C 0.033 0.088 0.011
C -0.107 -0.082 -0.090
Br 0.073 0.042 0.016
C 0.191 -0.073 0.023
O -0.425 0.588 0.295
C -0.056 -0.003 -0.043
N -0.079 0.204 -0.006
H -0.012 0.018 -0.016
H 0.019 -0.020 0.005
H 0.001 -0.094 0.010
H 0.009 0.014 0.015
H -0.004 -0.005 0.014
H -0.002 0.001 0.020
Br 0.007 -0.009 0.011
C -0.030 0.061 -0.023
C 0.019 0.004 0.002
C -0.073 0.041 -0.015
C 0.035 0.186 -0.045
N -0.092 -0.285 0.120
C 0.033 -0.004 -0.023
H 0.000 0.003 -0.001
H 0.005 -0.003 0.002
H 0.024 -0.048 0.014
H -0.002 -0.077 0.011
C -0.035 -0.042 -0.027
C 0.094 0.013 -0.092
O -0.247 0.240 0.008
H -0.003 0.015 0.000
H 0.011 0.000 0.002
H 0.002 0.001 0.000
H 0.004 -0.034 0.021
H -0.031 -0.021 0.014
H 0.026 0.010 -0.020
C 0.004 0.008 0.008
C 0.007 -0.028 -0.002
C 0.005 -0.067 0.035
C -0.145 0.390 -0.042
C 0.064 -0.114 -0.084
C -0.001 -0.028 -0.003
H 0.002 -0.003 -0.005
H -0.002 -0.006 0.001
H -0.045 0.014 0.015
H -0.057 0.060 0.024
H 0.011 0.002 0.011

---

# 5
Molecular formula: C5H8N3
Method: DFT, ωB97M-V/def2-TZVPD

* max |F|: 0.670 eV Å⁻¹
* charge: +1
* SMILES string: C1=C\N/[NH+]=C\N=C/C/1
* frontier orbital gap: 9.0 eV
* E_HOMO: -13.58 eV
* spin multiplicity: 1
* energy above the lowest of the compared OMol25 structures with the same formula, charge and spin: 2.377 eV

Element x y z (Å)
C (-1.5299, 0.1962, -0.3436)
C (-1.1737, -1.0121, 0.0626)
C (1.5345, 0.1493, 1.1194)
C (-0.6858, 1.2860, -0.9346)
C (0.7830, 1.0886, -0.9495)
N (1.5252, 0.8616, 0.0492)
N (0.9664, -1.0500, 1.1677)
N (0.1588, -1.4953, 0.1367)
H (-2.5815, 0.4417, -0.3263)
H (-1.9408, -1.7239, 0.3446)
H (2.1228, 0.4793, 1.9648)
H (-1.0352, 1.4547, -1.9594)
H (-0.8952, 2.2141, -0.3813)
H (1.3048, 1.3189, -1.8753)
H (1.2352, -1.7060, 1.8924)
H (0.2112, -2.5033, 0.0326)

Cartesian forces, eV/Å:
C 0.137 -0.145 -0.008
C -0.583 0.161 0.205
C -0.188 -0.577 0.229
C -0.376 -0.023 0.058
C 0.081 0.431 -0.149
N 0.302 0.114 -0.428
N 0.163 0.089 0.228
N 0.366 -0.241 -0.506
H -0.117 -0.096 0.054
H -0.015 0.011 0.063
H -0.102 -0.089 0.168
H 0.103 0.061 0.141
H 0.133 -0.034 -0.143
H 0.032 -0.075 -0.066
H -0.142 0.159 0.014
H 0.205 0.255 0.140

---

# 6
Molecular formula: C14H26O4
Method: DFT, ωB97M-V/def2-TZVPD

* max |F|: 2.570 eV Å⁻¹
* charge: 0
* SMILES string: C#C[C@@H]1CCC(=O)O1.CCOCC.CCOCC
* frontier orbital gap: 9.8 eV
* E_HOMO: -9.26 eV
* spin multiplicity: 1
* energy above the lowest of the compared OMol25 structures with the same formula, charge and spin: 4.038 eV

Element x y z (Å)
C (4.4199, 0.1350, 0.7520)
C (3.4316, 0.7992, 1.0463)
C (2.0926, 1.3989, 1.6333)
C (1.3928, 0.1819, 2.4260)
C (0.0384, -0.0365, 1.6331)
C (-0.0043, 1.1443, 0.5470)
O (-0.9600, 1.2801, -0.1854)
O (1.1981, 1.8818, 0.5948)
H (5.1337, -0.7135, 0.5631)
H (2.2108, 2.2557, 2.3552)
H (1.9812, -0.7749, 2.2259)
H (1.3765, 0.2353, 3.5557)
H (0.0400, -0.9860, 1.0018)
H (-0.8591, -0.0442, 2.3187)
C (-1.9210, 4.6438, -4.7596)
C (-1.2558, 5.7243, -3.9230)
O (-1.7129, 5.7649, -2.5803)
C (-1.5138, 4.5855, -1.8111)
C (-0.0554, 4.1848, -1.6781)
H (-3.0065, 4.7780, -4.7632)
H (-1.5583, 4.6832, -5.7897)
H (-1.7168, 3.6444, -4.3722)
H (-1.4873, 6.6991, -4.3582)
H (-0.1657, 5.6257, -3.9492)
H (-2.1117, 3.7637, -2.2185)
H (-1.9154, 4.7934, -0.8161)
H (0.3967, 3.9574, -2.6457)
H (0.0375, 3.3005, -1.0496)
H (0.5242, 4.9962, -1.2292)
C (-1.0267, -5.3140, 0.0141)
C (-0.3593, -4.2244, 0.8362)
O (-0.8070, -4.1737, 2.1829)
C (-0.5985, -5.3437, 2.9608)
C (0.8634, -5.7371, 3.0867)
H (-2.1125, -5.1835, 0.0174)
H (-0.6718, -5.2824, -1.0187)
H (-0.8163, -6.3093, 0.4086)
H (-0.5976, -3.2545, 0.3935)
H (0.7312, -4.3190, 0.8033)
H (-1.1963, -6.1716, 2.5652)
H (-0.9936, -5.1279, 3.9566)
H (1.3092, -5.9717, 2.1184)
H (0.9656, -6.6176, 3.7248)
H (1.4424, -4.9194, 3.5238)

Cartesian forces, eV/Å:
C -1.262 -0.347 0.421
C -0.191 -0.007 0.427
C 0.910 -1.047 0.558
C 0.214 -1.713 -1.306
C 0.483 0.698 -0.037
C -0.762 -1.638 1.226
O 2.331 0.739 0.788
O -1.253 -1.247 0.095
H -0.993 1.800 0.176
H 0.471 -0.849 -1.043
H -0.443 1.475 0.313
H -0.381 0.597 -1.439
H 0.010 1.178 1.051
H 0.846 0.186 -1.116
C -0.078 -0.111 0.031
C -0.030 -0.094 0.013
O -0.121 0.231 0.036
C 0.124 -0.103 -0.028
C 0.121 0.087 -0.057
H 0.096 0.029 -0.024
H -0.029 0.031 0.062
H 0.069 0.012 -0.051
H -0.043 0.014 0.210
H 0.021 -0.089 -0.032
H 0.074 -0.051 -0.010
H -0.048 0.162 -0.156
H -0.033 -0.077 0.020
H -0.053 0.125 -0.106
H -0.057 -0.022 -0.011
C -0.085 -0.095 0.034
C -0.021 -0.123 -0.028
O -0.068 0.226 0.082
C 0.065 -0.058 -0.015
C 0.105 0.049 -0.079
H 0.101 0.033 -0.028
H -0.031 0.031 0.069
H 0.074 0.010 -0.058
H -0.065 0.007 0.201
H 0.025 -0.084 -0.030
H 0.066 -0.043 -0.032
H -0.046 0.165 -0.159
H -0.034 -0.089 0.037
H -0.021 0.057 -0.020
H -0.056 -0.054 0.015